ORCA calculation (wB97M-V/def2-TZVPD) on a structure of composition C10H16Cl4IrO.

As for the orbital gap (alpha / beta): 0.1517 / 0.1806 Eh. The expectation value of S² is 8.772. The maximum force is 3.53 eV/A. Its spin multiplicity is 6. The calculation puts the HOMO energy (alpha / beta) at 1.36 / -0.70 eV. Its total charge is -2. The value obtained for the calculated total energy is -65602.9504 eV. For the lowest unoccupied orbital energy (alpha / beta), the calculation gives 5.483 / 4.214 eV.

Last column: Mulliken charge in e.
Element x y z (Å)
1 C 1.1614 -0.3267 0.0664  0.147
2 C 1.0788 1.0117 -0.4337  0.157
3 C -0.1737 1.1829 -1.0619  0.850
4 C 2.1413 2.0394 -0.3282  -1.545
5 C -0.9012 -0.0520 -0.9654  0.687
6 C -0.0669 -1.0047 -0.2821  0.840
7 C -0.3237 -2.4608 -0.1595  -1.390
8 C 2.3735 -0.9451 0.6733  -1.669
9 C -0.6386 2.4190 -1.7348  -1.717
10 C -2.2166 -0.3344 -1.5970  -1.746
11 Ir -0.6375 0.4647 1.1891  1.052
12 Cl 0.2634 2.3976 2.2941  -0.577
13 Cl 0.2391 -0.4393 3.1010  -0.514
14 Cl -2.2793 2.1167 1.0287  -0.557
15 H 2.7509 1.8648 0.5619  0.321
16 H 1.6883 3.0303 -0.2542  0.329
17 H 2.8036 2.0350 -1.2001  0.295
18 H -0.4404 3.2950 -1.1116  0.363
19 H -1.7090 2.3722 -1.9445  0.338
20 H -0.1121 2.5561 -2.6840  0.311
21 H -2.8718 0.5374 -1.4926  0.369
22 H -2.6843 -1.2023 -1.1252  0.331
23 H -2.0898 -0.5457 -2.6692  0.224
24 H -1.4014 -2.6445 -0.1255  0.306
25 H 0.1221 -2.8216 0.7680  0.253
26 H 0.1133 -3.0148 -1.0038  0.195
27 H 2.8023 -0.2668 1.4179  0.373
28 H 3.1330 -1.1230 -0.1000  0.291
29 H 2.1247 -1.8967 1.1498  0.348
30 O -0.6196 -3.3851 2.8416  -0.312
31 H -1.1098 -4.1088 3.3241  0.215
32 Cl -2.5198 -0.7505 1.8573  -0.568

Atomic forces in eV per Å
C 0.285 -0.065 -1.435
C 0.475 -0.745 -0.791
C 0.222 -0.684 -0.874
C 0.056 0.193 0.178
C 0.836 -0.028 -1.023
C 0.847 0.159 -1.192
C -0.033 -0.141 0.156
C -0.016 0.118 0.040
C -0.065 0.186 0.009
C -0.102 0.030 -0.079
Ir -0.967 1.087 1.896
Cl 1.776 1.979 0.848
Cl 1.432 -1.976 2.554
Cl -2.562 1.959 -0.988
H -0.078 0.173 -0.035
H 0.145 -0.015 0.139
H 0.091 -0.052 -0.155
H -0.162 -0.004 0.004
H 0.086 0.103 0.115
H 0.078 0.071 -0.189
H -0.057 -0.228 0.092
H -0.097 0.216 -0.016
H -0.060 -0.009 0.023
H 0.191 -0.116 0.138
H -0.195 -0.146 -0.052
H -0.045 0.050 0.010
H -0.041 -0.225 0.068
H 0.045 -0.065 0.015
H 0.097 0.179 0.083
O -0.193 -1.156 0.385
H 0.335 1.119 -0.348
Cl -2.324 -1.968 0.424

***

ORCA calculation (wB97M-V/def2-TZVPD) on a structure of composition C10H16F3N4O6ReS.

As for the orbital gap (alpha / beta): 0.3089 / 0.2785 Eh. The expectation value of S² is 3.772. The maximum force is 4.51 eV/A. Its spin multiplicity is 4. The calculation puts the HOMO energy (alpha / beta) at -11.91 / -12.25 eV. Its total charge is +1. The value obtained for the calculated total energy is -49983.4216 eV. The calculation puts the relative energy (zero: lowest compared OMol25 entry of this formula, charge and spin) at 0.0 kJ/mol. For the lowest unoccupied orbital energy (alpha / beta), the calculation gives -3.499 / -4.675 eV.

Last column: Mulliken charge in e.
Element x y z (Å)
1 Re -0.0920 -0.5641 -0.2227  1.491
2 N -0.4622 -4.1747 1.6917  -0.382
3 C -0.5392 -3.0794 0.8927  0.633
4 O -0.0188 -1.9892 1.3186  -0.719
5 C -1.4135 -3.1494 -0.3516  -0.671
6 C -1.5747 -1.7368 -0.9159  -1.048
7 H 0.2263 -4.1886 2.3913  0.279
8 H -0.8702 -5.0240 1.3256  0.237
9 H -2.3938 -3.6832 -0.2226  0.399
10 H -0.7968 -3.6833 -1.0707  0.379
11 H -2.3990 -1.2232 -0.4452  0.444
12 H -1.7103 -1.7472 -2.0121  0.405
13 C -1.5025 0.2854 2.5385  -0.884
14 O -1.2608 0.6947 1.1832  0.143
15 C -2.1336 1.7477 0.5804  -0.605
16 C -1.3674 2.2134 -0.6120  -0.526
17 O -0.8945 1.0341 -1.3347  -0.263
18 C -0.5270 1.3182 -2.7614  -0.938
19 H -1.5745 1.1679 3.2580  0.274
20 H -0.6771 -0.3974 2.7997  0.265
21 H -2.4581 -0.2879 2.5198  0.293
22 H -2.2428 2.6261 1.2789  0.432
23 H -3.1337 1.3392 0.4246  0.393
24 H -0.5520 2.8336 -0.2452  0.246
25 H -2.0530 2.8381 -1.2213  0.521
26 H -1.4739 1.5922 -3.2662  0.397
27 H -0.2287 0.3009 -3.1977  0.308
28 H 0.2591 2.0387 -2.7458  0.326
29 F 0.7400 2.8342 2.1571  -0.217
30 C 2.1057 2.5997 2.0354  0.519
31 F 2.5678 2.2003 3.2417  -0.183
32 F 2.6710 3.7743 1.6544  -0.187
33 S 2.2596 1.3858 0.6936  1.062
34 O 3.6696 1.0623 0.6374  -0.531
35 O 1.5914 1.9331 -0.4630  -0.609
36 O 1.5282 0.1620 1.1523  -0.778
37 N 5.3105 0.2711 -3.4969  -0.454
38 C 4.4223 -0.3688 -3.0200  0.477
39 N 3.4197 -1.1263 -2.6041  -0.544
40 C 2.3351 -0.9240 -2.0179  0.745
41 N 1.2438 -0.9056 -1.5480  -0.129

Atomic forces in eV per Å
Re 1.468 3.035 2.184
N -0.830 1.582 -2.780
C -1.287 -1.448 2.325
O -0.035 -0.872 -2.063
C 0.263 0.252 -0.068
C -0.618 -0.678 -0.564
H 0.825 -0.194 1.151
H 0.218 -0.062 0.355
H 1.112 0.270 0.210
H -0.092 -0.475 -0.164
H -0.970 -0.003 -0.021
H -0.064 0.015 0.503
C -0.813 0.069 0.827
O -0.388 0.665 -0.672
C 0.393 -0.220 1.635
C -0.625 0.296 -0.057
O -0.013 0.718 -0.978
C -1.183 -2.473 -0.007
H 0.224 -1.104 -1.159
H -0.397 0.608 0.071
H 0.535 0.405 0.386
H 0.291 -1.020 -0.423
H 0.166 -0.207 -0.283
H 0.398 -0.266 -0.458
H 0.541 -0.578 -0.114
H 0.709 0.319 0.323
H -0.130 1.710 0.725
H 0.459 0.465 -0.244
F 1.144 -0.115 0.202
C -1.042 1.489 0.872
F -0.438 0.474 -1.748
F -0.455 -1.551 0.677
S 2.934 -2.119 -0.519
O -1.303 1.024 -0.179
O -0.002 0.523 0.205
O -1.203 0.224 0.131
N -3.272 -2.465 1.895
C 3.017 2.539 -1.852
N -1.730 0.206 1.047
C 2.722 -0.325 -1.504
N -0.530 -0.711 0.132

***

ORCA calculation (wB97M-V/def2-TZVPD) on the molecule C10H16N2.

As for the orbital gap: 0.3343 Eh. The maximum force is 4.72 eV/A. The calculation puts the HOMO energy at -8.34 eV. The value obtained for the calculated total energy is -13607.6083 eV. The calculation puts the relative energy (zero: lowest compared OMol25 entry of this formula, charge and spin) at 129.7 kJ/mol. For the lowest unoccupied orbital energy, the calculation gives 0.753 eV.

Last column: Mulliken charge in e.
Element x y z (Å)
1 C 2.2239 1.4864 1.3476  -0.876
2 C 1.6562 1.0797 0.2287  0.374
3 C 1.4883 1.8969 -0.9983  -1.047
4 N 1.3130 -0.3433 -0.0442  0.284
5 C 2.2301 -1.3109 0.0881  -0.148
6 N 1.8412 -2.5440 0.0406  -0.684
7 C 0.4667 -2.4152 0.0929  -0.228
8 C 0.1054 -1.0755 0.0029  -0.581
9 C -1.2497 -0.4518 -0.0671  2.386
10 C -1.5611 0.1033 -1.5212  -1.447
11 C -1.2947 0.7630 0.8818  -1.739
12 C -2.4017 -1.3797 0.3752  -2.219
13 H 2.3538 0.8969 2.2888  0.286
14 H 2.2758 2.4831 1.7550  0.331
15 H 1.9511 2.9186 -0.8431  0.377
16 H 0.4478 2.0415 -1.4579  0.094
17 H 2.1215 1.3484 -1.6877  0.332
18 H 3.3449 -1.1816 0.1013  0.375
19 H -0.0962 -3.4098 0.1239  0.332
20 H -1.4504 -0.6559 -2.2074  0.406
21 H -2.6736 0.3042 -1.4881  0.379
22 H -1.1067 1.0187 -1.8697  0.307
23 H -2.3996 1.0784 0.9699  0.408
24 H -0.8724 1.5925 0.4312  0.453
25 H -0.8143 0.5896 1.8079  0.380
26 H -2.0960 -1.8227 1.3518  0.440
27 H -2.5661 -2.1720 -0.2832  0.454
28 H -3.2372 -0.8388 0.5803  0.569

Atomic forces in eV per Å
C -0.747 -0.834 2.802
C -1.021 -1.011 -0.588
C -0.178 1.856 -0.462
N -0.177 0.006 1.482
C 4.575 -0.769 -0.860
N -1.127 0.418 0.958
C -0.627 -0.839 -0.749
C -0.699 -1.044 0.079
C -0.283 1.634 -0.529
C -2.476 0.546 2.429
C -3.067 -0.604 -0.600
C 3.936 -0.859 1.393
H -0.092 -0.540 -1.412
H 0.414 0.811 -1.331
H -0.609 -1.107 -0.206
H 1.563 -0.487 0.974
H -0.073 0.236 -0.736
H -1.315 0.785 0.006
H 0.284 2.094 -0.094
H 0.496 -1.682 -1.715
H 0.993 0.033 -0.209
H 0.442 0.017 0.272
H 1.569 -0.544 0.392
H 1.221 1.691 -0.822
H 0.136 -0.238 1.152
H -0.190 0.113 -0.555
H -0.422 -1.254 -1.209
H -2.526 1.572 0.137

***

ORCA calculation (wB97M-V/def2-TZVPD) on the molecule C10H16N2O4.

As for the orbital gap: 0.2397 Eh. The maximum force is 10.24 eV/A. The calculation puts the HOMO energy at -7.17 eV. The value obtained for the calculated total energy is -21784.6056 eV. The calculation puts the relative energy (zero: lowest compared OMol25 entry of this formula, charge and spin) at 1594.2 kJ/mol. For the lowest unoccupied orbital energy, the calculation gives -0.646 eV.

Last column: Mulliken charge in e.
Element x y z (Å)
1 C 3.9854 -1.3750 -0.0518  -0.410
2 C 3.3392 -0.1495 -0.3852  -0.090
3 C 2.5464 1.0913 -1.1344  -0.299
4 N 1.0848 1.2132 -0.6891  0.173
5 C 0.9641 1.5455 0.7812  -0.636
6 C -0.6120 1.8676 1.0849  -0.604
7 N -1.5861 0.7800 0.7065  0.046
8 C -2.2768 0.3653 1.9851  -0.961
9 C -0.9507 -0.3718 -0.0321  0.826
10 C -2.1744 -1.0482 -0.9510  -0.810
11 O -1.8659 -2.4089 -1.4168  -0.135
12 O -1.2538 -2.4156 -2.5667  -0.432
13 C -0.3818 -1.5867 0.9092  0.223
14 O 0.9523 -1.7456 1.1357  -0.585
15 O -1.2336 -2.6454 1.5469  -0.704
16 C 0.2250 0.0388 -1.0983  -0.814
17 H 4.1972 -2.4792 0.3482  0.358
18 H 3.0701 2.0890 -0.7434  0.344
19 H 2.6579 1.0720 -2.3036  0.364
20 H 0.7088 2.0560 -1.2186  0.479
21 H 1.5484 2.5753 0.9350  0.401
22 H 1.4714 0.7829 1.5093  0.348
23 H -0.8995 2.8237 0.4348  0.204
24 H -0.7451 2.2096 2.2209  0.386
25 H -1.4120 0.2017 2.7905  0.357
26 H -2.9435 1.2438 2.4412  0.268
27 H -2.8812 -0.6425 1.9139  0.316
28 H -3.1601 -0.9613 -0.3109  0.225
29 H -2.3688 -0.3862 -1.9227  0.373
30 H -0.5283 -3.1260 -2.4502  0.350
31 H -0.3197 0.3321 -2.1167  0.180
32 H 0.8425 -0.9457 -1.3520  0.259

Atomic forces in eV per Å
C -5.601 8.256 -2.308
C 3.581 -8.465 1.121
C 2.957 -0.034 1.069
N 0.626 0.131 -0.403
C -0.135 1.935 2.132
C 0.335 1.285 -0.380
N 1.119 -0.027 0.859
C 0.240 -0.469 1.926
C -0.472 -1.808 -0.733
C 0.285 1.420 -0.564
O -3.839 1.225 6.117
O 4.225 -0.983 -4.674
C 1.951 -6.516 4.565
O -5.677 2.284 -1.937
O 3.179 6.580 -3.918
C -2.062 -1.951 -1.574
H -0.479 3.236 -0.936
H -1.146 -2.165 -0.941
H -0.483 -0.337 2.404
H 0.538 -1.238 0.949
H -1.242 -2.165 -0.424
H -1.214 0.817 -1.961
H 0.743 -1.747 1.275
H 0.475 -0.952 -2.518
H -1.949 -0.050 -1.431
H 1.315 -1.814 -1.448
H 1.351 2.121 -0.085
H 2.138 -0.963 -1.295
H 0.530 -1.254 2.000
H -1.543 1.626 -0.117
H 1.272 -0.392 2.203
H -1.018 2.414 1.025

***

Among the records above, which one has the highest maximum force? C10H16N2O4

***

maximum force of number 3 (C10H16N2)? 4.72 eV/A

***

Among the records above, which one has the highest maximum force? C10H16N2O4

***

Among the records above, which one has the highest maximum force? C10H16N2O4